(1)
ORCA calculation (ωB97M-V/def2-TZVPD) on a molecular structure, C14H27B2F4N4O7PPd.

Highest occupied orbital energy (Ha): -0.313
Lowest unoccupied orbital energy (eV): -0.59
Orbital gap (eV): 7.93
Energy (eV): -60246.946

Structure (XYZ):
```
60
Properties=species:S:1:pos:R:3:forces:R:3:nbo_charge:R:1
Pd 0.505 0.759 0.871 -0.1 0.0 0.0 0.88
C 0.498 -1.442 4.470 0.0 -0.1 0.0 -0.68
C 0.795 -0.793 3.165 0.1 0.1 -0.1 0.24
N -0.096 -0.274 2.401 0.1 0.0 0.1 -0.09
O -1.398 -0.167 2.722 0.1 0.1 0.0 -0.52
B -1.917 1.193 2.239 -0.3 -0.5 0.0 1.28
F -3.266 1.181 2.363 0.0 0.0 -0.1 -0.51
F -1.282 2.217 2.894 0.0 0.1 0.1 -0.53
O -1.472 1.232 0.744 0.1 0.5 0.1 -0.59
N -1.942 2.341 0.031 0.1 -0.2 0.1 -0.07
C -1.102 3.216 -0.369 0.0 0.1 -0.1 0.19
C -1.744 4.286 -1.220 0.0 0.0 0.1 -0.64
C 0.379 3.404 -0.169 -0.1 -0.2 -0.2 0.23
N 1.165 2.396 -0.103 0.1 -0.1 0.3 -0.12
O 2.481 2.650 0.040 0.0 -0.1 -0.2 -0.54
B 3.379 1.449 -0.105 0.2 0.1 0.4 1.26
F 4.646 1.924 -0.254 0.0 0.0 -0.1 -0.51
F 2.927 0.617 -1.101 -0.1 0.0 -0.1 -0.54
O 3.430 0.647 1.218 0.0 0.0 -0.1 -0.50
N 2.252 0.244 1.665 0.0 -0.1 -0.2 -0.07
C 2.180 -0.564 2.672 -0.2 0.0 0.1 0.18
C 3.368 -1.142 3.356 0.0 0.0 0.0 -0.67
C 0.912 4.800 -0.126 0.0 0.0 0.0 -0.68
H -0.559 -1.350 4.699 0.0 0.0 0.0 0.26
H 1.083 -0.979 5.265 0.0 0.0 0.0 0.24
H 0.767 -2.499 4.437 0.0 0.0 0.0 0.24
H -2.779 4.014 -1.401 0.0 0.0 0.0 0.25
H -1.221 4.373 -2.174 0.0 0.0 0.0 0.23
H -1.714 5.260 -0.734 0.0 0.0 0.0 0.22
H 4.271 -0.917 2.798 0.0 0.0 0.0 0.27
H 3.256 -2.223 3.449 0.0 0.0 0.0 0.23
H 3.469 -0.733 4.364 0.0 0.0 0.0 0.24
H 0.176 5.473 0.306 0.0 0.0 0.0 0.23
H 1.159 5.157 -1.128 0.0 0.0 0.0 0.25
H 1.824 4.816 0.464 0.0 0.0 0.0 0.26
C -2.900 -3.294 -0.205 0.0 0.0 0.0 -0.62
C -2.000 -2.089 -0.079 0.0 0.0 0.0 -0.07
O -1.031 -2.140 -1.142 -0.1 -0.1 0.0 -0.85
P -0.220 -0.770 -1.502 0.3 0.0 0.1 1.65
O -1.156 -0.030 -2.568 -0.1 0.1 0.0 -0.83
C -1.791 -0.719 -3.666 0.1 0.0 0.0 -0.07
C -3.286 -0.731 -3.452 -0.1 0.0 0.0 -0.63
O 0.871 -1.429 -2.494 0.0 0.0 0.0 -0.83
C 1.975 -2.122 -1.886 0.0 0.0 0.0 -0.06
C 1.913 -3.588 -2.242 0.0 -0.1 0.0 -0.63
H -3.614 -3.318 0.619 0.0 0.0 0.0 0.22
H -2.313 -4.212 -0.180 0.0 0.0 0.0 0.21
H -3.458 -3.271 -1.141 0.0 0.0 0.0 0.21
H -1.477 -2.096 0.879 0.0 0.0 0.0 0.18
H -2.569 -1.157 -0.132 0.0 0.0 0.0 0.19
H -1.384 -1.727 -3.749 0.0 0.0 0.0 0.19
H -1.524 -0.169 -4.569 0.0 0.0 0.0 0.19
H -3.553 -1.336 -2.585 0.0 0.0 0.0 0.21
H -3.789 -1.146 -4.327 0.0 0.0 0.0 0.21
H -3.657 0.281 -3.288 0.0 0.0 0.0 0.22
H 1.947 -1.983 -0.798 0.0 0.0 0.0 0.17
H 2.885 -1.643 -2.245 0.0 -0.1 0.0 0.20
H 0.982 -4.029 -1.887 0.0 0.0 0.0 0.22
H 2.750 -4.123 -1.789 0.0 0.0 0.0 0.21
H 1.967 -3.723 -3.323 0.0 0.0 0.0 0.21
```
Positions in Å, forces in eV/Å.

***

(2)
ORCA calculation (ωB97M-V/def2-TZVPD) on 18 unconnected molecules or ions with the total composition H35O18.

Highest occupied orbital energy (alpha / beta) (Ha): 0.083 / -0.170
Multiplicity: 2
Lowest unoccupied orbital energy (alpha / beta) (eV): 4.06 / 4.01
Orbital gap (alpha / beta) (eV): 1.79 / 8.63
Charge: -2
Relative energy (zero: lowest compared OMol25 entry of this formula, charge and spin) (kcal per mole): 124.6
Energy (eV): -37417.773

Structure (XYZ):
```
53
Properties=species:S:1:pos:R:3:forces:R:3:lowdin_spin:R:1
O -0.756 -2.286 -3.255 -7.4 -0.1 0.7 0.01
H 2.105 3.713 -0.605 0.8 -6.0 4.1 0.00
H -3.136 -0.009 -5.300 -0.2 0.5 1.1 0.00
O -1.817 0.522 5.328 0.3 -3.2 -1.9 0.17
H 6.008 1.177 0.025 -4.2 -1.8 0.2 0.01
O -4.828 1.118 -1.710 3.1 -1.3 -0.2 0.02
H -3.820 1.179 -1.557 -2.3 -0.5 -0.3 0.00
H -5.096 1.965 -1.433 -0.8 1.7 0.6 0.00
O -4.023 -1.909 -3.113 0.4 0.6 -1.0 0.01
H 0.771 1.116 -0.012 -1.7 2.3 2.2 0.00
H -3.650 -2.745 -2.881 0.6 -0.8 0.2 0.00
O 2.917 -1.994 -0.036 2.0 -2.1 1.0 0.01
H 2.414 -1.151 -0.078 -1.1 0.2 -0.3 0.00
H 0.085 -2.371 -3.435 7.1 -0.3 -1.2 0.00
O 1.603 -2.290 2.472 2.4 1.5 -1.2 0.04
H 2.411 -3.592 -2.441 -0.3 0.1 -0.6 0.00
H 0.905 -1.666 2.445 -2.2 0.6 0.6 0.02
O 1.945 4.376 -1.134 -2.0 5.8 -7.0 0.01
H -4.154 1.450 4.331 1.0 0.2 0.3 0.04
H 1.570 4.060 -2.040 1.1 0.2 3.0 0.00
O 2.704 -3.107 -3.237 1.2 0.1 1.5 0.01
H -2.548 -1.193 3.029 0.2 0.8 0.5 0.02
H -4.534 0.219 3.611 3.1 -6.2 -2.8 0.01
O 5.068 -1.134 2.015 -3.0 -2.6 -1.1 0.01
H 4.523 -0.362 1.836 0.4 0.9 0.2 0.01
H 4.310 -1.793 1.655 2.7 1.4 1.0 0.00
O 1.592 -0.194 -0.653 2.7 2.5 0.1 0.01
H 2.408 0.420 -0.599 -1.8 -1.5 0.5 0.00
H -0.886 0.661 5.159 1.2 -1.0 -1.0 0.07
O -4.854 0.940 3.956 -4.0 6.0 2.6 0.07
H -1.472 4.826 3.865 2.1 0.0 -1.5 0.05
H 3.510 -2.679 -2.842 -1.0 -0.3 -1.0 0.00
O -0.594 4.958 3.357 -1.3 2.1 6.1 0.10
H -0.690 4.622 2.541 -0.8 -2.2 -4.6 0.02
H -4.771 -1.802 -2.554 -0.9 0.3 0.8 0.00
O 5.022 0.670 0.050 4.2 2.9 -0.6 0.02
H -1.830 1.293 5.783 -1.6 4.3 2.9 0.07
H 2.222 -1.612 2.025 -0.6 -2.2 0.8 0.01
O -2.678 -0.693 -5.749 -1.0 0.1 -2.9 0.00
H 3.156 -2.090 -0.954 0.1 0.0 -0.2 0.00
H -2.048 -1.125 -5.230 1.2 -0.7 1.8 0.00
O 0.228 1.903 0.486 2.8 0.0 -3.9 0.04
H -0.933 -1.544 -2.688 0.3 0.4 0.5 0.00
H -0.071 1.589 1.296 -0.8 -1.3 2.0 0.02
O -0.602 -0.512 0.140 0.7 -1.5 -1.7 0.02
H 5.349 -0.226 -0.005 -0.2 -0.9 0.2 0.01
H -0.118 -1.352 0.445 -0.9 1.9 -1.1 0.01
O 1.901 1.406 -2.392 1.8 -0.7 1.6 0.01
H 2.703 1.551 -1.764 -1.8 0.3 -2.2 0.00
H 1.595 0.496 -1.856 0.2 1.8 -1.5 0.00
O -3.234 -1.825 3.256 -0.7 2.8 2.3 0.04
H -3.025 -2.463 2.661 0.5 -3.5 -2.8 0.01
H -0.006 -0.142 -0.689 -1.9 -1.8 3.4 0.00
```
Positions in Å, forces in eV/Å.